[1]
# C20H24N2O6S

A single C20H24N2O6S molecule (ωB97M-V/def2-TZVPD, the OMol25 dataset).

Each line ends with the Löwdin charge.
Atoms and positions in Å:
C -0.09432 3.92085 -1.57868  -0.06
O 0.13428 3.84920 -0.18824  -0.07
C -0.25107 2.73553 0.47942  -0.26
C -0.93125 1.66855 -0.09178  0.05
C -1.29000 0.59166 0.71028  -0.21
N -1.98995 -0.51270 0.20704  0.12
C -2.28225 -0.84004 -1.07226  -0.53
O -1.99890 -0.19848 -2.05853  0.08
C -3.09336 -2.13180 -1.18832  -0.35
S -2.66014 -3.42935 0.01411  0.89
C -1.29292 -4.25235 -0.86879  -0.37
C -0.28979 -3.22426 -1.37332  -0.55
O -0.09328 -3.07419 -2.55674  0.09
N 0.29658 -2.52760 -0.36859  0.13
C 1.05493 -1.34903 -0.45772  -0.21
C 1.65742 -0.88439 0.70633  0.02
C 2.35693 0.31563 0.67653  -0.27
O 2.99211 0.86172 1.74848  -0.07
C 3.00870 0.14122 2.95819  -0.08
C 2.42824 1.04330 -0.50588  0.07
C 1.81676 0.57100 -1.66100  -0.27
O 1.90446 1.36739 -2.75868  -0.09
C 1.24200 0.95075 -3.93528  -0.07
C 1.14169 -0.64386 -1.64593  0.04
C -0.97544 0.57594 2.05999  0.03
C -0.28553 1.64641 2.62592  -0.28
O -0.00298 1.52915 3.95504  -0.10
C 0.67609 2.59095 4.58451  -0.09
C 0.07133 2.72544 1.83782  0.05
H 0.45617 3.14136 -2.10956  0.08
H 0.27719 4.89782 -1.88422  0.10
H -1.16025 3.84896 -1.81443  0.10
H -1.18247 1.64876 -1.13619  0.10
H -2.27148 -1.18745 0.91023  0.09
H -2.99098 -2.53535 -2.19514  0.10
H -4.14422 -1.89786 -1.00574  0.09
H -0.84896 -4.94410 -0.15378  0.08
H -1.70480 -4.80580 -1.71291  0.09
H 0.09230 -2.82726 0.57575  0.14
H 1.55764 -1.45452 1.61629  0.11
H 3.46847 -0.84433 2.83122  0.10
H 3.61624 0.73068 3.64361  0.10
H 2.00340 0.02508 3.37405  0.08
H 2.95119 1.98434 -0.51987  0.14
H 1.67472 0.02728 -4.32986  0.10
H 1.38931 1.75526 -4.65447  0.09
H 0.17214 0.80338 -3.76063  0.09
H 0.66112 -1.03349 -2.52380  0.09
H -1.25621 -0.25345 2.69080  0.12
H 1.65670 2.76209 4.13090  0.09
H 0.80300 2.28501 5.62199  0.09
H 0.09165 3.51509 4.54755  0.10
H 0.60526 3.57522 2.22624  0.12

total charge: 0
SMILES string: COc1cc(NC(=O)CSCC(=O)Nc2cc(OC)cc(OC)c2)cc(OC)c1
calculated total energy: -1735.670426 a.u.
max |F|: 0.608 eV/A
frontier orbital gap: 8.2 eV
HOMO energy: -7.8 eV

[2]
# C4H7FN2

A single C4H7FN2 molecule in a non-equilibrium geometry (ωB97M-V/def2-TZVPD, the OMol25 dataset).

Each line ends with the Löwdin charge.
Atoms and positions in Å:
C 1.44050 -0.72598 -0.30648  -0.06
C 0.19658 -0.17776 0.32782  -0.28
C -0.00602 1.28924 0.57716  -0.16
N -1.25971 1.61968 -0.07277  0.01
N -1.91337 0.70643 -0.53783  0.05
C -1.25694 -0.57930 -0.46744  -0.23
F -1.85262 -1.43516 0.46190  -0.03
H 1.55210 -0.05501 -1.29252  0.13
H 1.45864 -1.69161 -0.63399  0.04
H 2.22452 -0.44971 0.28336  0.04
H 0.14246 -0.67364 1.20691  0.08
H -0.31062 1.60433 1.68226  0.17
H 0.72193 1.81645 0.07211  0.09
H -1.13743 -1.24796 -1.30051  0.14

total charge: 0
SMILES string: C[C@H]1CN=N[C@@H]1F
calculated total energy: -365.885710 a.u.
max |F|: 6.697 eV/A
frontier orbital gap: 10.1 eV
HOMO energy: -9.4 eV

[3]
# C20H20BrClF2N2O

A single C20H20BrClF2N2O molecule in a non-equilibrium geometry (ωB97M-V/def2-TZVPD, the OMol25 dataset).

Each line ends with the Löwdin charge.
Atoms and positions in Å:
C -2.68208 -1.20170 -4.09500  -0.04
C -1.20298 -1.54755 -4.00271  -0.22
C -0.78149 -2.82100 -4.40146  -0.04
C 0.56597 -3.17274 -4.33278  -0.01
C 1.50175 -2.25562 -3.86632  -0.27
F 2.80718 -2.59754 -3.80164  0.06
C 1.09337 -0.98624 -3.46775  0.02
C -0.25694 -0.61817 -3.52598  -0.17
C -0.64588 0.79332 -3.08727  -0.16
N -1.46215 0.86263 -1.86920  -0.02
C -0.74472 0.60149 -0.62271  -0.30
C -0.62380 -0.90604 -0.29641  -0.06
C 0.05054 -1.16342 1.06081  -0.33
F 1.31386 -0.74137 0.98670  0.05
C -0.68869 -0.36973 2.16703  -0.07
N -0.67977 1.07268 1.81179  -0.03
C 0.38402 1.87036 2.12692  -0.40
O 0.78073 2.75796 1.36767  0.07
C 1.05393 1.72430 3.48066  -0.11
C 0.34896 1.31008 4.62333  -0.04
C 0.99246 1.20057 5.85612  -0.12
C 2.34587 1.51159 5.97435  -0.68
Br 3.17800 1.34354 7.68207  0.73
C 3.05889 1.94526 4.85071  -0.69
Cl 4.73607 2.35274 4.95013  0.67
C 2.41063 2.05584 3.62007  -0.03
C -1.42104 1.36025 0.55690  -0.07
H -2.82678 -0.30944 -4.70350  0.08
H -3.27270 -2.00594 -4.53453  0.07
H -3.07864 -0.98895 -3.10176  0.07
H -1.49642 -3.54401 -4.76604  0.11
H 0.89398 -4.15402 -4.63971  0.11
H 1.83799 -0.29611 -3.10169  0.12
H 0.23219 1.43913 -3.01292  0.12
H -1.23102 1.21955 -3.90383  0.12
H -1.89078 1.77810 -1.83776  0.11
H 0.26225 1.02613 -0.69951  0.14
H -1.61888 -1.35110 -0.27356  0.13
H -0.08736 -1.45963 -1.06246  0.10
H 0.06224 -2.22973 1.29089  0.15
H -1.72530 -0.70268 2.23000  0.13
H -0.28887 -0.58623 3.15567  0.11
H -0.70892 1.09368 4.57260  0.11
H 0.44262 0.88284 6.73008  0.10
H 2.97631 2.39805 2.76322  0.12
H -1.49143 2.44107 0.41609  0.13
H -2.42320 0.96779 0.73269  0.13

total charge: 0
SMILES string: Cc1ccc(F)cc1CN[C@@H]1C[C@@H](F)CN(C(=O)c2ccc(Br)c(Cl)c2)C1
calculated total energy: -4192.836789 a.u.
max |F|: 2.613 eV/A
frontier orbital gap: 9.3 eV
HOMO energy: -9.0 eV

[4]
# C18H28N2O2

A single C18H28N2O2 molecule in a non-equilibrium geometry (ωB97M-V/def2-TZVPD, the OMol25 dataset).

Each line ends with the Löwdin charge.
Atoms and positions in Å:
C -5.77546 1.19941 0.50904  0.00
C -4.71456 1.30872 1.56919  -0.49
O -4.76326 0.54982 2.54684  0.02
N -3.77235 2.30603 1.52384  -0.06
C -3.32034 2.87455 0.23099  -0.13
C -2.14076 2.02909 -0.24560  -0.13
C -1.01446 1.92772 0.78385  -0.29
N -0.17761 0.83373 0.31226  0.09
C 1.20661 0.88345 0.12789  -0.40
O 1.80377 1.93160 0.33022  0.07
C 1.89876 -0.37200 -0.37650  -0.33
C 1.49011 -1.58674 0.48369  -0.08
C 2.09484 -2.90743 -0.08160  -0.27
C 1.70488 -3.01731 -1.57402  -0.14
C 2.22480 -1.85293 -2.41308  -0.28
C 3.76547 -1.77765 -2.26887  -0.11
C 4.12888 -1.53831 -0.77872  -0.27
C 3.61471 -2.78267 -0.00157  -0.14
C 3.45599 -0.24994 -0.30890  -0.09
C 1.51395 -0.57808 -1.88307  -0.07
C -1.53833 1.56628 2.19196  -0.11
C -2.77718 2.38006 2.58950  -0.14
H -6.11792 2.15783 0.11565  0.08
H -6.67068 0.72749 0.90864  0.09
H -5.44245 0.60375 -0.32212  0.08
H -3.00998 3.92282 0.36624  0.13
H -4.10426 2.85849 -0.51985  0.11
H -2.50482 1.01595 -0.44605  0.12
H -1.75232 2.49756 -1.16144  0.13
H -0.49414 2.88295 0.82711  0.15
H -0.54014 -0.09366 0.31711  0.11
H 1.72801 -1.47068 1.55920  0.14
H 0.38855 -1.72188 0.48498  0.11
H 1.76598 -3.82326 0.44854  0.14
H 0.59587 -3.12380 -1.59662  0.13
H 2.09875 -3.94065 -2.00139  0.11
H 1.93997 -2.00294 -3.44948  0.13
H 4.15754 -2.70899 -2.63583  0.11
H 4.14508 -0.98888 -2.89137  0.11
H 5.25540 -1.40968 -0.61100  0.16
H 4.08648 -3.68241 -0.40392  0.12
H 3.92499 -2.72635 1.04034  0.11
H 3.74807 -0.06949 0.71533  0.12
H 3.78603 0.57746 -0.94553  0.13
H 1.88146 0.28268 -2.48093  0.13
H 0.42355 -0.63788 -2.03958  0.12
H -0.74646 1.74107 2.93297  0.12
H -1.79089 0.51601 2.21759  0.11
H -3.20167 2.04373 3.56433  0.13
H -2.45847 3.44539 2.73970  0.13

total charge: 0
SMILES string: CC(=O)N1CCC(NC(=O)[C@]23C[C@H]4C[C@H](C[C@H](C4)C2)C3)CC1
calculated total energy: -962.740806 a.u.
max |F|: 2.512 eV/A
frontier orbital gap: 9.8 eV
HOMO energy: -9.2 eV